# 1
The following is a DFT calculation (wB97M-V/def2-TZVPD) of a cluster of 4 separate species, C4H15NO3 in total.

Results
ΔE to the lowest compared entry with this formula, charge and spin: 88.97 kJ/mol
LUMO level: 0.553 eV
2S+1: 1
highest occupied orbital energy: -8.0 eV
orbital gap: 8.594 eV
calculated total energy: -441.847987 hartree
structure (SMILES): CC(C)=CN.O.O.O

Last column: natural (NBO) charge in e.
Cartesian coordinates (Å):
C: 1.15 -2.00 -1.84  -0.638
C: 1.20 -1.18 -0.58  -0.092
C: 1.34 0.33 -0.82  -0.635
C: 1.48 -1.69 0.61  -0.026
N: 1.65 -3.06 0.93  -0.823
H: 1.82 -1.65 -2.61  0.219
H: 1.30 -3.06 -1.70  0.199
H: 0.15 -1.93 -2.29  0.214
H: 0.61 0.96 -0.30  0.231
H: 2.36 0.60 -0.50  0.213
H: 1.35 0.54 -1.89  0.211
H: 1.67 -1.11 1.50  0.186
H: 1.38 -3.28 1.88  0.374
H: 1.28 -3.69 0.24  0.369
O: -4.15 4.53 -1.16  -0.943
H: -4.17 5.49 -1.10  0.469
H: -3.45 4.24 -0.55  0.474
O: -0.57 2.93 1.24  -0.947
H: -1.14 2.17 1.43  0.480
H: 0.07 2.88 1.95  0.468
O: -1.72 -0.39 2.13  -0.950
H: -2.54 -0.76 1.81  0.471
H: -1.06 -0.86 1.61  0.477

# 2
The following is a DFT calculation (wB97M-V/def2-TZVPD) of a cluster of 4 separate species, C4H15NO5 in total.

Results
ΔE to the lowest compared entry with this formula, charge and spin: 204.34 kJ/mol
LUMO level (spin up / spin down): -4.393 / -8.596 eV
2S+1: 2
highest occupied orbital energy (spin up / spin down): -13.8 / -13.8 eV
orbital gap (spin up / spin down): 9.365 / 5.162 eV
calculated total energy: -591.945568 hartree
net charge: +1

Last column: natural (NBO) charge in e.
Cartesian coordinates (Å):
C: -1.52 0.89 1.03  -0.530
N: -0.61 2.08 1.20  -0.164
C: 0.68 2.09 0.48  -0.253
C: 0.45 2.09 -1.09  -0.097
O: 0.27 0.73 -1.63  -0.710
C: 1.62 0.93 0.79  0.461
O: 1.22 -0.10 1.29  -0.457
H: -2.04 0.56 1.92  0.272
H: -2.46 0.99 0.46  0.303
H: -0.94 0.02 0.64  0.289
H: -0.42 2.24 2.22  0.423
H: 1.16 3.07 0.61  0.281
H: 1.34 2.44 -1.72  0.247
H: -0.42 2.89 -1.25  0.221
H: -0.48 0.29 -1.05  0.484
H: 2.57 1.18 0.27  0.209
H: 0.24 -3.12 -1.46  0.504
H: 0.43 -1.59 -1.24  0.467
O: -0.08 -2.26 -1.66  -0.958
H: 0.36 -2.37 1.16  0.467
H: 1.75 -2.91 0.81  0.469
O: 0.80 -3.22 0.75  -0.931
H: -3.11 -1.48 -0.64  0.474
H: -1.89 -1.94 -1.41  0.513
O: -2.11 -1.51 -0.61  -0.983

# 3
The following is a DFT calculation (wB97M-V/def2-TZVPD) of a structure of composition C4H16B2CsO2S.

Results
ΔE to the lowest compared entry with this formula, charge and spin: 25.27 kJ/mol
LUMO level: 1.533 eV
2S+1: 1
highest occupied orbital energy: -4.9 eV
orbital gap: 6.412 eV
calculated total energy: -780.438940 hartree
net charge: -1

Last column: Löwdin charge in e.
Cartesian coordinates (Å):
Cs: 6.86 14.60 12.79  0.940
B: 8.44 16.16 15.26  -0.570
H: 7.47 15.59 15.70  -0.111
H: 8.13 16.73 14.25  -0.116
H: 8.89 16.97 16.05  -0.076
H: 9.26 15.32 15.02  -0.074
B: 9.81 15.05 11.36  -0.554
H: 9.75 13.87 11.09  -0.084
H: 10.64 15.64 10.71  -0.074
H: 8.73 15.55 11.21  -0.184
H: 10.12 15.14 12.51  -0.073
C: 3.25 15.98 12.46  -0.229
C: 2.16 14.94 12.74  -0.219
C: 1.88 14.25 11.41  -0.222
S: 2.05 15.55 10.18  0.656
O: 0.74 15.94 9.73  -0.323
O: 3.05 15.19 9.23  -0.304
C: 2.70 16.79 11.30  -0.226
H: 4.10 15.43 12.03  0.045
H: 3.63 16.55 13.30  0.127
H: 1.24 15.48 13.00  0.120
H: 2.32 14.29 13.60  0.118
H: 0.91 13.77 11.33  0.105
H: 2.66 13.52 11.20  0.106
H: 1.88 17.45 11.60  0.109
H: 3.38 17.40 10.71  0.113

# 4
The following is a DFT calculation (wB97M-V/def2-TZVPD) of a structure of composition C4H16B2CsO2S.

Results
ΔE to the lowest compared entry with this formula, charge and spin: 1394.93 kJ/mol
LUMO level: 1.996 eV
2S+1: 1
highest occupied orbital energy: -2.4 eV
orbital gap: 4.427 eV
calculated total energy: -779.917264 hartree
net charge: -1

Last column: Löwdin charge in e.
Cartesian coordinates (Å):
Cs: -1.30 -0.37 -1.30  2.236
B: -3.53 -0.17 -2.28  -0.750
H: -2.95 -0.49 -3.13  -0.113
H: -4.51 0.02 -2.68  -0.082
H: -3.73 -0.95 -1.56  -0.098
H: -3.13 0.68 -1.75  -0.155
B: -2.14 -1.22 0.64  -0.803
H: -1.09 -1.30 0.43  -0.186
H: -2.29 -1.78 1.55  -0.057
H: -2.41 -0.18 0.76  -0.063
H: -2.76 -1.58 -0.16  -0.114
C: 1.86 1.82 0.88  -0.170
C: 2.23 0.69 1.92  -0.208
C: 1.68 -0.64 1.34  -0.190
S: 1.82 -0.52 -0.52  0.767
O: 0.44 -0.67 -1.10  -1.214
O: 2.94 -1.35 -1.00  -0.388
C: 2.41 1.24 -0.48  -0.213
H: 2.31 2.78 1.11  0.103
H: 0.77 1.93 0.80  0.111
H: 1.82 0.84 2.92  0.104
H: 3.28 0.60 2.21  0.103
H: 0.61 -0.70 1.54  0.082
H: 2.05 -1.56 1.79  0.108
H: 2.12 1.72 -1.41  0.097
H: 3.49 1.16 -0.49  0.093

# 5
The following is a DFT calculation (wB97M-V/def2-TZVPD) of a structure of composition C4H16BClCoO4.

Results
ΔE to the lowest compared entry with this formula, charge and spin: 261.52 kJ/mol
LUMO level (spin up / spin down): -2.479 / -2.952 eV
2S+1: 4
highest occupied orbital energy (spin up / spin down): -9.3 / -9.3 eV
orbital gap (spin up / spin down): 6.836 / 6.362 eV
calculated total energy: -2330.546936 hartree

Last column: natural (NBO) charge in e.
Cartesian coordinates (Å):
Co: 1.78 -2.06 1.66  1.486
B: -0.26 -2.95 2.15  -0.837
H: 0.62 -3.06 2.76  -0.067
H: -0.40 -1.91 1.89  0.022
H: -0.09 -3.55 1.28  0.022
H: -1.13 -3.37 2.64  0.084
Cl: 1.21 -1.32 -0.52  -0.701
C: -2.60 0.36 0.58  -0.080
C: -3.35 0.10 1.95  -0.091
O: -2.79 -1.03 2.57  -0.714
O: -1.40 0.91 0.81  -0.700
H: -3.31 1.01 0.07  0.144
H: -2.60 -0.58 0.03  0.158
H: -4.43 -0.01 1.90  0.156
H: -3.27 1.03 2.51  0.175
H: -3.31 -1.77 2.27  0.466
H: -0.88 0.25 0.36  0.487
C: 2.41 1.32 -3.10  -0.103
C: 2.30 2.51 -2.17  -0.083
O: 3.36 3.33 -2.08  -0.705
O: 3.24 0.29 -2.57  -0.734
H: 2.89 1.58 -4.04  0.176
H: 1.42 0.93 -3.36  0.173
H: 2.19 1.98 -1.23  0.135
H: 1.45 3.19 -2.20  0.184
H: 4.16 2.87 -2.35  0.469
H: 2.78 -0.05 -1.80  0.476

# 6
The following is a DFT calculation (wB97M-V/def2-TZVPD) of a structure of composition C4H16BF2N3O6P2Pd.

Results
ΔE to the lowest compared entry with this formula, charge and spin: 28.65 kJ/mol
LUMO level: -7.100 eV
2S+1: 1
highest occupied orbital energy: -16.6 eV
orbital gap: 9.483 eV
calculated total energy: -1812.761711 hartree
net charge: +2

Last column: natural (NBO) charge in e.
Cartesian coordinates (Å):
Pd: -0.20 1.02 -0.76  0.944
N: 1.68 -2.41 1.26  -0.689
C: 0.30 -1.79 1.46  -0.620
C: -0.51 -2.64 2.44  -0.650
P: 0.50 -0.05 2.02  2.439
O: 0.44 -0.14 3.57  -0.969
O: 2.02 0.25 1.72  -1.042
O: -0.44 0.90 1.36  -1.058
P: -0.45 -1.74 -0.25  2.365
O: -0.18 -3.27 -0.58  -1.016
O: 0.61 -0.88 -1.00  -1.130
O: -1.84 -1.30 -0.27  -1.070
H: 2.38 -2.07 1.92  0.453
H: 2.03 -2.21 0.31  0.471
H: 1.61 -3.43 1.36  0.463
H: -0.05 -2.69 3.42  0.247
H: -0.63 -3.64 2.03  0.252
H: -1.51 -2.21 2.55  0.279
H: 0.47 0.66 4.12  0.562
H: -0.72 -3.68 -1.27  0.552
N: -0.37 1.24 -2.76  -0.722
C: -1.58 2.08 -2.98  -0.251
C: -1.44 3.27 -2.07  -0.248
N: -1.27 2.75 -0.68  -0.738
H: 0.45 1.70 -3.16  0.415
H: -0.44 0.33 -3.19  0.429
H: -2.45 1.48 -2.73  0.231
H: -1.66 2.39 -4.03  0.248
H: -2.30 3.94 -2.14  0.249
H: -0.55 3.84 -2.32  0.222
H: -2.17 2.45 -0.30  0.419
H: -0.91 3.47 -0.06  0.426
F: 2.75 1.92 0.26  -0.457
B: 2.82 0.68 0.66  1.461
F: 3.58 -0.21 0.08  -0.467

# 7
The following is a DFT calculation (wB97M-V/def2-TZVPD) of a structure of composition C4H16BN6O6Pd.

Results
ΔE to the lowest compared entry with this formula, charge and spin: 0.00 kJ/mol
LUMO level (spin up / spin down): 2.707 / 2.704 eV
2S+1: 3
highest occupied orbital energy (spin up / spin down): -3.3 / -3.8 eV
orbital gap (spin up / spin down): 6.045 / 6.479 eV
calculated total energy: -1094.764949 hartree
net charge: -1

Last column: natural (NBO) charge in e.
Cartesian coordinates (Å):
Pd: 1.24 11.39 -7.49  1.278
B: 1.99 13.09 -6.28  -0.830
H: 2.77 12.38 -6.69  0.011
H: 1.43 12.68 -5.36  -0.076
H: 2.44 14.14 -6.13  0.017
H: 1.16 13.31 -7.03  0.019
C: 2.39 10.80 -9.89  0.880
O: 3.23 10.33 -10.71  -0.807
O: 1.34 10.18 -9.46  -0.863
O: 2.69 11.75 -9.07  -0.783
C: 3.35 9.53 -6.38  0.791
O: 2.22 9.99 -6.15  -0.668
N: 4.24 9.19 -5.39  -0.852
N: 3.84 9.44 -7.61  -0.817
H: 4.22 9.74 -4.55  0.405
H: 5.06 8.73 -5.73  0.380
H: 4.81 9.50 -7.86  0.394
H: 3.22 9.53 -8.41  0.451
C: -1.38 11.59 -5.59  0.788
O: -0.48 10.91 -6.12  -0.689
N: -2.67 11.57 -5.99  -0.838
N: -1.03 12.59 -4.77  -0.840
H: -3.34 12.04 -5.41  0.376
H: -2.99 10.86 -6.62  0.402
H: -0.03 12.73 -4.65  0.455
H: -1.70 13.33 -4.65  0.370
C: -1.07 12.57 -9.57  0.796
O: -0.57 12.45 -8.45  -0.666
N: -0.36 12.47 -10.73  -0.828
N: -2.43 12.47 -9.74  -0.861
H: 0.64 12.40 -10.70  0.446
H: -0.93 12.09 -11.46  0.373
H: -2.92 12.07 -8.96  0.406
H: -2.75 12.55 -10.68  0.379

# 8
The following is a DFT calculation (wB97M-V/def2-TZVPD) of a structure of composition C4H16Br2CuN8O4.

Results
ΔE to the lowest compared entry with this formula, charge and spin: 279.69 kJ/mol
LUMO level (spin up / spin down): 0.469 / -0.627 eV
2S+1: 2
highest occupied orbital energy (spin up / spin down): -7.6 / -7.5 eV
orbital gap (spin up / spin down): 8.037 / 6.870 eV
calculated total energy: -7689.655424 hartree

Last column: natural (NBO) charge in e.
Cartesian coordinates (Å):
Cu: 21.16 -23.53 -5.84  1.434
Br: 19.42 -21.63 -6.40  -0.749
Br: 22.97 -25.40 -4.87  -0.800
C: 20.56 -23.34 -2.55  0.772
O: 20.92 -23.04 -3.67  -0.722
N: 20.68 -24.54 -2.02  -0.820
N: 19.94 -22.53 -1.80  -0.801
H: 20.05 -24.67 -1.24  0.367
H: 20.97 -25.30 -2.62  0.437
H: 19.76 -22.76 -0.83  0.380
H: 19.92 -21.57 -2.11  0.416
C: 18.83 -26.03 -5.80  0.765
O: 19.65 -25.16 -5.62  -0.701
N: 19.10 -27.16 -6.39  -0.827
N: 17.58 -25.97 -5.57  -0.807
H: 20.04 -27.50 -6.48  0.422
H: 18.33 -27.79 -6.56  0.370
H: 17.02 -26.81 -5.62  0.384
H: 17.23 -25.11 -5.17  0.418
C: 23.81 -21.49 -6.12  0.777
O: 22.81 -22.07 -5.98  -0.690
N: 24.87 -21.99 -6.69  -0.809
N: 24.11 -20.35 -5.55  -0.828
H: 24.54 -22.72 -7.30  0.405
H: 25.63 -21.35 -6.88  0.378
H: 23.42 -20.04 -4.88  0.413
H: 25.02 -19.93 -5.69  0.384
C: 20.66 -24.14 -9.06  0.778
O: 20.95 -24.19 -7.90  -0.713
N: 21.39 -23.50 -9.94  -0.827
N: 19.64 -24.63 -9.59  -0.790
H: 21.17 -23.35 -10.91  0.385
H: 22.32 -23.24 -9.63  0.400
H: 19.12 -25.29 -9.03  0.409
H: 19.43 -24.51 -10.58  0.389